(1)
The following is a quantum chemistry calculation of a molecular structure, C4H5N3O in a non-equilibrium geometry, from the Open Molecules 2025 dataset.

Each line ends with the Mulliken charge.
Cartesian coordinates (Å):
1 C -0.771 -0.475 0.608  0.27
2 C 0.764 0.130 -0.733  0.50
3 C 0.355 2.037 -0.217  -0.21
4 C -0.558 0.660 -0.133  -0.11
5 H -2.443 -0.265 1.690  0.24
6 H -1.088 -1.423 2.190  0.29
7 H -1.205 -2.302 -0.421  0.32
8 H 0.905 2.330 0.631  0.26
9 H -0.225 2.893 -0.697  0.24
10 N -1.746 -0.962 1.547  -0.48
11 N 0.057 -1.639 0.360  -0.37
12 N 0.898 -1.132 -0.737  -0.59
13 O 1.356 1.347 -1.091  -0.36

## Properties
Orbital gap, Eh: 0.2932
2S+1: 1
LUMO energy, eV: -0.7230
Relative energy (zero: lowest compared OMol25 entry of this formula, charge and spin), kcal/mol: 202.88
HOMO level, eV: -8.70

=====

(2)
The following is a quantum chemistry calculation of 6 unconnected molecules or ions with the total composition C18H51O23P5 in a non-equilibrium geometry, from the Open Molecules 2025 dataset.

Each line ends with the Mulliken charge.
Cartesian coordinates (Å):
1 C -3.088 -1.236 -3.193  -0.79
2 O -3.155 0.063 -2.629  -0.37
3 P -2.222 0.395 -1.378  0.57
4 O -2.508 1.699 -0.800  -0.77
5 O -2.385 -0.845 -0.415  -0.02
6 C -3.485 -0.892 0.476  -0.96
7 O -0.722 0.156 -1.826  0.76
8 C -0.263 0.786 -3.006  -1.08
9 H -4.061 -1.515 -3.596  0.33
10 H -2.863 -2.006 -2.452  0.31
11 H -2.347 -1.348 -3.987  0.23
12 H -4.175 -0.059 0.346  0.38
13 H -3.148 -0.940 1.512  0.27
14 H -4.058 -1.817 0.348  0.26
15 H 0.779 0.603 -3.267  0.37
16 H -0.430 1.864 -2.990  0.31
17 H -0.768 0.384 -3.894  0.31
18 C 3.874 3.706 -6.848  -0.73
19 O 3.132 4.586 -6.040  -0.26
20 P 3.472 4.747 -4.503  1.14
21 O 3.681 3.509 -3.773  -0.68
22 O 2.199 5.593 -4.058  -0.32
23 C 2.048 5.805 -2.652  -0.80
24 O 4.665 5.788 -4.456  -0.33
25 C 4.609 6.966 -5.278  -0.69
26 H 4.823 4.102 -7.220  0.27
27 H 3.291 3.445 -7.732  0.26
28 H 4.103 2.753 -6.363  0.32
29 H 1.119 5.384 -2.271  0.25
30 H 2.040 6.885 -2.508  0.32
31 H 2.838 5.404 -2.014  0.37
32 H 5.270 6.734 -6.115  0.27
33 H 5.070 7.779 -4.723  0.27
34 H 3.635 7.272 -5.651  0.33
35 C 0.217 -3.188 6.903  -0.73
36 O 0.231 -3.317 5.483  -0.23
37 P 1.066 -4.410 4.706  0.81
38 O 2.087 -5.031 5.524  -0.73
39 O 1.559 -3.653 3.413  0.02
40 C 2.494 -2.567 3.542  -0.78
41 O -0.075 -5.308 4.095  -0.30
42 C 0.207 -6.193 3.003  -0.60
43 H -0.802 -3.348 7.242  0.26
44 H 0.660 -2.229 7.162  0.25
45 H 0.854 -3.923 7.403  0.34
46 H 1.914 -1.668 3.343  0.28
47 H 3.159 -2.646 2.677  0.27
48 H 3.130 -2.603 4.420  0.38
49 H -0.705 -6.238 2.409  0.21
50 H 0.486 -7.186 3.344  0.28
51 H 0.964 -5.757 2.351  0.28
52 C 0.287 -3.015 -3.631  -0.42
53 O 0.692 -4.087 -2.748  -0.15
54 P 0.097 -5.537 -2.881  0.69
55 O 0.124 -6.096 -4.232  -0.72
56 O 0.986 -6.263 -1.780  -0.20
57 C 1.232 -7.665 -1.942  -0.81
58 O -1.315 -5.335 -2.182  -0.03
59 C -2.243 -6.411 -2.086  -0.74
60 H -0.547 -3.387 -4.222  0.44
61 H 1.166 -2.701 -4.184  0.29
62 H -0.043 -2.219 -2.962  -0.12
63 H 0.447 -8.306 -1.536  0.30
64 H 2.112 -7.878 -1.334  0.25
65 H 1.430 -7.894 -2.986  0.37
66 H -3.011 -6.279 -2.849  0.28
67 H -2.765 -6.354 -1.130  0.25
68 H -1.797 -7.403 -2.141  0.26
69 C -1.969 2.745 2.648  -0.50
70 O -3.020 3.107 3.566  -0.24
71 P -2.719 3.985 4.818  0.83
72 O -2.149 3.278 5.959  -0.67
73 O -1.853 5.147 4.204  -0.28
74 C -1.530 6.276 5.022  -0.73
75 O -4.075 4.725 5.104  -0.29
76 C -5.122 4.072 5.802  -0.68
77 H -1.157 2.326 3.244  0.42
78 H -1.602 3.612 2.102  0.32
79 H -2.353 2.008 1.953  0.09
80 H -1.951 6.172 6.023  0.32
81 H -1.962 7.169 4.575  0.27
82 H -0.449 6.346 5.110  0.27
83 H -5.119 2.990 5.700  0.31
84 H -6.095 4.424 5.446  0.27
85 H -5.133 4.397 6.845  0.27
86 C 0.950 2.945 0.376  -0.56
87 O 1.742 1.787 0.144  -0.39
88 C 1.139 0.632 0.421  0.89
89 O 0.076 0.511 0.969  -0.47
90 O 1.901 -0.356 -0.049  -0.38
91 C 1.322 -1.664 -0.095  -0.32
92 H 1.574 3.777 0.073  0.27
93 H 0.599 3.053 1.401  0.21
94 H 0.031 2.889 -0.216  0.23
95 H 1.953 -2.307 0.518  0.26
96 H 1.421 -2.045 -1.111  -0.01
97 H 0.282 -1.656 0.211  0.23

## Properties
Orbital gap, Eh: 0.3879
SMILES: COP(=O)(OC)OC.COP(=O)(OC)OC.COP(=O)(OC)OC.COP(=O)(OC)OC.COP(=O)(OC)OC.COC(=O)OC
2S+1: 1
LUMO energy, eV: 0.4003
Relative energy (zero: lowest compared OMol25 entry of this formula, charge and spin), kcal/mol: 2.65
HOMO level, eV: -10.16

=====

(3)
The following is a quantum chemistry calculation of 6 unconnected molecules or ions with the total composition C67H148O5P4 in a non-equilibrium geometry, from the Open Molecules 2025 dataset.

Each line ends with the Mulliken charge.
Cartesian coordinates (Å):
1 C -0.759 -0.420 -17.167  -0.77
2 C 0.177 -0.630 -15.949  -1.17
3 C -0.004 0.409 -14.832  1.01
4 C 0.938 0.265 -13.669  -1.43
5 P 0.834 1.331 -12.136  0.70
6 C -0.817 1.775 -11.797  -0.38
7 C -1.749 0.601 -11.457  -0.49
8 C -3.008 0.844 -10.521  -0.31
9 C -4.120 -0.248 -10.526  -1.36
10 C 1.639 3.017 -12.277  -0.30
11 C 3.040 2.961 -12.771  -0.83
12 C 3.447 4.329 -13.287  0.50
13 C 4.900 4.579 -13.628  -1.31
14 C 1.526 0.426 -10.736  -1.21
15 C 1.522 1.298 -9.363  -0.59
16 C 1.867 0.541 -8.106  -0.49
17 C 1.999 1.375 -6.776  -1.25
18 H -0.766 0.659 -17.321  -0.30
19 H -1.768 -0.747 -16.916  0.39
20 H -0.425 -0.958 -18.055  0.45
21 H 1.201 -0.832 -16.264  0.50
22 H 0.005 -1.543 -15.378  0.52
23 H -1.046 0.376 -14.515  -0.17
24 H 0.236 1.365 -15.297  -0.15
25 H 1.924 0.339 -14.128  0.55
26 H 0.756 -0.750 -13.315  0.49
27 H -1.228 2.394 -12.594  0.21
28 H -0.781 2.529 -11.011  0.58
29 H -1.254 -0.347 -11.249  0.80
30 H -2.322 0.551 -12.383  -0.41
31 H -3.464 1.712 -10.996  0.04
32 H -2.529 1.121 -9.582  0.47
33 H -4.956 0.048 -9.891  0.40
34 H -3.653 -1.200 -10.272  0.38
35 H -4.510 -0.446 -11.525  0.29
36 H 1.406 3.558 -11.360  0.96
37 H 1.053 3.577 -13.006  -0.40
38 H 3.177 2.354 -13.666  0.31
39 H 3.571 2.586 -11.896  0.43
40 H 3.108 5.068 -12.561  -0.07
41 H 2.880 4.498 -14.203  -0.22
42 H 5.072 5.655 -13.597  0.19
43 H 5.089 4.320 -14.670  0.24
44 H 5.534 4.112 -12.874  0.43
45 H 2.571 0.156 -10.887  0.78
46 H 1.048 -0.528 -10.513  0.58
47 H 0.607 1.846 -9.137  0.32
48 H 2.207 2.146 -9.366  0.34
49 H 2.847 0.093 -8.270  0.31
50 H 1.076 -0.183 -7.908  0.34
51 H 1.063 1.457 -6.224  0.30
52 H 2.299 2.394 -7.020  0.33
53 H 2.828 1.099 -6.124  0.37
54 C -5.701 9.788 -16.362  -1.58
55 C -4.725 8.586 -16.151  1.43
56 C -5.255 7.236 -16.460  -0.46
57 C -4.313 6.304 -17.258  -0.36
58 P -5.037 4.636 -17.560  1.22
59 C -6.512 4.964 -18.745  -1.36
60 C -6.237 5.952 -19.893  -0.29
61 C -7.567 6.104 -20.736  -0.46
62 C -7.511 7.115 -21.887  -1.36
63 C -3.883 3.766 -18.532  -1.30
64 C -2.623 3.222 -17.803  1.36
65 C -1.402 2.970 -18.753  1.46
66 C -1.577 1.806 -19.820  -2.02
67 C -5.553 3.597 -16.213  -1.71
68 C -4.672 3.839 -14.881  0.71
69 C -5.026 2.671 -13.965  -0.05
70 C -4.236 1.447 -14.440  -0.67
71 H -6.320 9.762 -17.259  0.39
72 H -5.070 10.672 -16.273  0.30
73 H -6.336 9.834 -15.478  0.41
74 H -4.132 8.534 -15.238  -0.85
75 H -4.065 8.695 -17.011  -0.48
76 H -6.180 7.267 -17.035  0.33
77 H -5.385 6.740 -15.498  0.21
78 H -3.456 6.171 -16.597  -0.47
79 H -3.889 6.840 -18.107  0.96
80 H -7.241 5.498 -18.135  0.66
81 H -7.000 4.052 -19.087  0.75
82 H -5.453 5.522 -20.516  0.35
83 H -5.963 6.965 -19.596  0.11
84 H -8.264 6.497 -19.995  0.32
85 H -7.944 5.148 -21.098  0.35
86 H -7.415 8.172 -21.642  0.33
87 H -8.265 7.001 -22.666  0.39
88 H -6.683 6.919 -22.568  0.33
89 H -3.459 4.386 -19.322  0.61
90 H -4.392 3.006 -19.123  0.60
91 H -2.839 2.311 -17.246  0.25
92 H -2.315 3.941 -17.044  -1.30
93 H -0.535 2.706 -18.148  -0.36
94 H -1.079 3.867 -19.281  -0.67
95 H -1.746 2.146 -20.841  0.37
96 H -2.503 1.273 -19.604  0.52
97 H -0.727 1.123 -19.808  0.42
98 H -5.495 2.540 -16.473  0.63
99 H -6.617 3.807 -16.103  0.58
100 H -4.993 4.800 -14.477  0.45
101 H -3.626 3.751 -15.176  -0.58
102 H -6.105 2.606 -13.822  0.56
103 H -4.530 2.807 -13.004  -0.36
104 H -3.199 1.772 -14.521  -0.12
105 H -4.463 0.998 -15.407  0.41
106 H -4.175 0.776 -13.584  0.10
107 C 0.995 9.685 -7.740  -1.23
108 C 0.107 10.545 -8.620  -0.66
109 C -0.148 9.829 -9.942  -0.20
110 C -1.174 8.605 -9.915  -1.28
111 P -1.323 7.735 -11.607  0.50
112 C -2.445 6.382 -11.350  -0.62
113 C -3.708 6.605 -10.353  -0.12
114 C -4.428 5.398 -10.019  -0.15
115 C -5.698 5.470 -9.191  -1.46
116 C -2.048 8.889 -12.849  0.59
117 C -3.341 9.646 -12.333  -0.79
118 C -3.861 10.661 -13.339  1.18
119 C -3.291 11.993 -13.206  -1.65
120 C 0.495 7.279 -11.845  -0.26
121 C 1.087 8.359 -12.776  -0.47
122 C 2.527 8.177 -13.271  -0.17
123 C 3.589 8.042 -12.126  -1.70
124 H 1.006 10.138 -6.749  0.41
125 H 1.973 9.634 -8.220  0.31
126 H 0.707 8.637 -7.657  0.28
127 H 0.544 11.537 -8.738  0.38
128 H -0.843 10.690 -8.105  0.38
129 H 0.796 9.656 -10.459  0.17
130 H -0.685 10.534 -10.576  -0.05
131 H -2.194 8.863 -9.632  0.80
132 H -0.853 7.822 -9.227  0.63
133 H -1.783 5.583 -11.017  0.60
134 H -2.890 6.038 -12.283  -0.07
135 H -4.407 7.206 -10.936  0.03
136 H -3.498 7.219 -9.478  0.40
137 H -3.778 4.672 -9.532  0.46
138 H -4.769 4.909 -10.932  -0.13
139 H -5.443 6.247 -8.470  0.33
140 H -5.903 4.480 -8.783  0.41
141 H -6.590 5.807 -9.719  0.33
142 H -2.398 8.357 -13.734  -0.88
143 H -1.402 9.742 -13.056  0.64
144 H -3.254 9.983 -11.300  0.56
145 H -4.065 8.831 -12.320  0.14
146 H -4.947 10.730 -13.413  0.57
147 H -3.731 10.238 -14.335  -1.05
148 H -2.761 12.253 -12.290  0.40
149 H -4.108 12.714 -13.234  0.38
150 H -2.628 12.082 -14.067  0.26
151 H 0.245 6.330 -12.320  0.16
152 H 0.920 7.118 -10.855  0.79
153 H 0.855 9.352 -12.393  0.63
154 H 0.522 8.176 -13.690  -0.33
155 H 2.718 8.925 -14.040  0.66
156 H 2.650 7.245 -13.823  -0.24
157 H 3.564 9.029 -11.664  0.49
158 H 4.532 7.751 -12.590  0.45
159 H 3.404 7.334 -11.319  0.25
160 C 1.306 9.694 -24.382  -1.29
161 C 0.301 9.461 -23.157  -0.59
162 C 1.080 9.490 -21.798  -0.79
163 C 0.213 9.410 -20.544  -1.18
164 P 0.576 8.293 -19.142  0.27
165 C -0.465 8.806 -17.713  0.35
166 C 0.144 10.102 -17.073  -0.89
167 C -0.856 10.889 -16.214  0.02
168 C -2.116 11.350 -17.028  -1.09
169 C 2.453 8.571 -18.739  -1.73
170 C 3.057 7.685 -17.638  1.13
171 C 4.571 7.510 -17.832  -0.93
172 C 5.180 6.470 -16.893  -0.67
173 C 0.171 6.666 -19.710  0.85
174 C 1.125 6.061 -20.783  -0.91
175 C 0.681 4.729 -21.527  -0.22
176 C -0.561 5.113 -22.359  -1.24
177 H 1.910 8.802 -24.544  0.31
178 H 1.939 10.553 -24.163  0.35
179 H 0.734 9.982 -25.265  0.40
180 H -0.267 8.539 -23.279  0.27
181 H -0.437 10.262 -23.220  0.42
182 H 1.714 10.376 -21.842  0.54
183 H 1.825 8.697 -21.733  0.32
184 H -0.832 9.176 -20.743  0.69
185 H 0.126 10.385 -20.065  0.61
186 H -0.463 7.958 -17.029  -0.58
187 H -1.463 8.968 -18.120  0.73
188 H 0.490 10.854 -17.782  0.61
189 H 1.000 9.831 -16.456  0.15
190 H -0.363 11.687 -15.660  0.60
191 H -1.146 10.207 -15.414  -0.45
192 H -2.800 10.520 -17.205  0.03
193 H -1.929 11.883 -17.960  0.40
194 H -2.746 11.956 -16.376  0.40
195 H 2.610 9.632 -18.547  0.69
196 H 2.920 8.501 -19.721  0.78
197 H 2.680 6.671 -17.772  -0.37
198 H 2.705 7.993 -16.653  -0.26
199 H 5.076 8.456 -17.634  0.43
200 H 4.794 7.335 -18.884  0.47
201 H 6.251 6.572 -17.066  0.41
202 H 4.752 5.476 -17.020  -0.01
203 H 4.909 6.843 -15.905  0.12
204 H -0.869 6.649 -20.037  0.71
205 H 0.178 6.100 -18.779  -0.63
206 H 2.163 6.000 -20.457  0.23
207 H 1.304 6.770 -21.591  0.16
208 H 0.435 3.863 -20.912  -0.04
209 H 1.508 4.614 -22.228  0.53
210 H -0.345 5.612 -23.303  0.32
211 H -1.241 5.604 -21.663  0.13
212 H -1.064 4.199 -22.672  0.46
213 C 2.449 3.267 -17.858  1.42
214 C 2.701 2.172 -18.899  0.22
215 O 2.177 1.076 -18.612  -0.64
216 O 3.194 2.360 -20.069  -0.80
217 H 2.085 2.876 -16.908  -0.31
218 H 1.650 3.898 -18.249  -0.97
219 H 3.357 3.870 -17.848  0.01
220 O 0.020 5.618 -16.509  1.18
221 C -0.703 5.365 -15.482  0.17
222 O -1.447 6.210 -14.925  -0.82
223 O -0.628 4.210 -14.996  -0.59
224 H 0.267 4.691 -16.478  -0.93

## Properties
Orbital gap, Eh: 0.2031
2S+1: 1
LUMO energy, eV: -3.6833
Relative energy (zero: lowest compared OMol25 entry of this formula, charge and spin), kcal/mol: 0.00
Total charge: +2
HOMO level, eV: -9.21

=====

(4)
The following is a quantum chemistry calculation of 3 unconnected molecules or ions with the total composition C5H10O2 in a non-equilibrium geometry, from the Open Molecules 2025 dataset.

Each line ends with the Mulliken charge.
Cartesian coordinates (Å):
1 C -0.449 2.346 -0.417  -1.38
2 C 0.143 1.034 -0.031  0.38
3 C 0.123 0.514 1.402  -0.31
4 O 0.165 -0.940 1.201  -0.34
5 C 0.059 -1.151 -0.139  0.64
6 C -0.261 -2.523 -0.626  -1.19
7 O -0.330 -0.066 -0.775  -0.32
8 H -0.449 2.456 -1.510  0.31
9 H 0.158 3.161 0.001  0.33
10 H -1.488 2.485 -0.055  0.32
11 H 1.715 0.311 -0.383  0.07
12 H -0.794 0.749 1.986  0.26
13 H 1.005 0.804 1.990  0.22
14 H 1.845 -0.516 -0.497  0.08
15 H -1.276 -2.839 -0.327  0.32
16 H -0.187 -2.563 -1.718  0.30
17 H 0.449 -3.242 -0.198  0.31

## Properties
Orbital gap (spin up / spin down), Eh: 0.2823 / 0.2823
2S+1: 1
LUMO energy (spin up / spin down), eV: 0.8851 / 0.8856
Relative energy (zero: lowest compared OMol25 entry of this formula, charge and spin), kcal/mol: 118.67
HOMO level (spin up / spin down), eV: -6.80 / -6.80